96
Properties=species:S:1:pos:R:3 method="wB97M-V/def2-TZVPD" multiplicity=2 de_lowest_kj_mol=0.0 total_charge=-2
Co -2.77500 -0.59866 0.89092
C -1.77383 4.32954 -2.34365
C -1.12211 3.02689 -2.01672
C -0.41760 2.33870 -2.94180
C 0.13996 1.08344 -2.59612
N -0.00937 0.59685 -1.40643
N -0.73201 1.23845 -0.47450
B -0.94500 0.30185 0.80882
N -0.01561 -0.89097 0.78732
N 1.30812 -0.77487 0.79484
C 2.04432 -1.83306 0.70475
C 1.44669 -3.15598 0.66295
C 0.12185 -3.33754 0.68616
C -0.44935 -4.70389 0.92676
C -0.79175 -2.14694 0.70360
S -1.88935 -2.14154 2.20166
C 3.56089 -1.70311 0.73149
C 4.12042 -2.41417 1.97499
C 4.17456 -2.35498 -0.51593
C 3.98213 -0.24050 0.79140
N -0.77644 1.21432 2.09174
N 0.33057 1.95443 2.09828
C 0.53422 2.81068 3.05665
C -0.36231 2.89811 4.14891
C -1.49791 2.15650 4.14628
C -2.50934 2.24004 5.24277
C -1.75903 1.32574 3.00734
S -3.26804 0.61415 2.78169
C 1.75119 3.71366 2.87572
C 1.90202 4.70197 4.03120
C 1.57143 4.49463 1.56781
C 3.00799 2.85006 2.77288
C -1.30863 2.45553 -0.69175
S -2.25073 3.27025 0.43586
C 0.89220 0.22937 -3.60396
C 2.07739 1.02062 -4.16849
C -0.07218 -0.14184 -4.73873
C 1.40615 -1.04890 -2.94495
H -1.47943 4.66123 -3.34135
H -1.51692 5.08374 -1.59974
H -2.85956 4.21721 -2.30052
H -0.30832 2.72788 -3.94830
H 2.09849 -4.02485 0.69681
H 0.33072 -5.46059 0.80986
H -1.27681 -4.95859 0.26933
H -0.83912 -4.75051 1.94652
H 3.90841 -3.48498 1.95987
H 3.67485 -1.99719 2.88044
H 5.20716 -2.28721 2.03117
H 3.88513 -3.40485 -0.59867
H 5.26803 -2.30700 -0.47321
H 3.84441 -1.84947 -1.42458
H 3.67899 0.19927 1.74019
H 3.51129 0.34468 0.00033
H 5.07103 -0.16348 0.70039
H -0.16591 3.57538 4.97029
H -2.15171 2.88710 6.04564
H -2.72717 1.24623 5.63777
H -3.45326 2.62486 4.85266
H 1.02623 5.34742 4.12953
H 2.76886 5.34162 3.84742
H 2.06181 4.19177 4.98456
H 0.67595 5.11881 1.60312
H 1.45710 3.80561 0.73112
H 2.44223 5.13386 1.38969
H 3.17092 2.27690 3.68962
H 3.88748 3.47639 2.59382
H 2.89991 2.14705 1.94988
H 1.75193 1.92088 -4.69559
H 2.63852 0.40246 -4.87473
H 2.75375 1.32309 -3.36584
H -0.47805 0.74267 -5.23522
H -0.91209 -0.72127 -4.34947
H 0.44547 -0.74538 -5.48980
H 2.09325 -0.81903 -2.13057
H 1.92358 -1.65865 -3.69229
H 0.59615 -1.63331 -2.50781
Se -3.82652 0.89358 -2.45077
Se -5.54715 0.75969 -3.83485
Se -6.49065 -0.99944 -0.45939
Se -4.67227 0.38685 -0.26005
C -3.91840 -2.64430 -2.76264
Ge -2.78345 -3.26424 -1.28734
C -1.49783 -4.37677 -2.33586
C -3.93161 -4.39157 -0.16731
C -1.84055 -1.83528 -0.38368
H -4.17877 -3.52500 -3.35892
H -3.39238 -1.94032 -3.40964
H -4.83615 -2.17764 -2.40574
H -1.99658 -5.27319 -2.71765
H -0.59730 -4.67351 -1.80061
H -1.19091 -3.77622 -3.19774
H -4.32590 -5.22707 -0.75291
H -4.76703 -3.76631 0.15447
H -3.42606 -4.76843 0.72046
H -1.33024 -1.30939 -1.20199